126
Properties=species:S:1:pos:R:3 method="wB97M-V/def2-TZVPD" max_force_ev_per_a=3.2 relative_energy_ev=0.000 energy_ha=-3636.243369 total_charge=+1
C -5.714 -2.311 -2.316
H -9.563 -8.795 -2.902
H -9.574 -5.734 -2.818
C 1.270 3.809 -0.792
O -4.053 -7.454 -5.121
H -4.970 -9.688 -6.162
C -8.311 -7.269 -1.983
C 1.144 2.663 -1.587
H -2.652 -7.166 -7.471
H 9.875 4.655 4.540
O 9.734 2.033 4.930
O 6.580 4.938 3.868
C -1.163 5.156 2.791
C 10.284 3.087 8.105
C -4.538 -7.604 -6.467
C -0.827 2.043 -0.255
H 3.745 0.294 1.731
H 8.081 3.699 3.199
H 0.150 0.681 -3.776
H -5.009 -9.177 -7.860
C -6.391 -3.374 -3.147
H -4.266 3.337 1.507
C -7.374 -8.815 -0.641
H 10.008 1.261 10.370
C -3.498 -6.222 -5.030
H 0.502 4.927 0.789
H 9.237 0.036 9.345
H -3.418 2.579 -0.871
H -3.520 -1.007 -0.476
C -3.505 4.080 1.239
O 4.788 5.445 2.599
H -1.086 1.485 2.925
H -0.070 5.031 2.937
C 4.563 0.948 2.067
H 11.254 1.165 8.274
H -3.493 0.159 -2.252
C 0.361 4.006 0.223
H 4.038 3.743 -1.953
H -6.232 -2.172 -1.370
H -3.469 -9.396 -7.016
H 5.053 2.002 -1.165
O -7.148 -3.952 -5.224
O -8.291 -9.477 -1.397
C 8.162 5.714 2.422
O -9.349 -3.787 -4.758
C 4.492 1.980 -0.219
H -1.284 6.094 2.234
H 5.001 3.874 0.722
H -2.810 1.728 3.127
C -3.276 1.497 -0.817
H -5.728 -1.345 -2.828
C 3.785 4.291 -1.037
P -0.057 0.289 -2.432
C 7.970 4.730 3.546
H -5.568 -7.233 -6.493
C 5.968 5.365 2.741
H 8.497 1.615 9.518
N -4.353 -0.649 -0.030
H 8.945 5.420 1.728
C 9.457 1.099 9.444
H 1.728 -0.892 -2.700
H -1.718 0.096 -0.399
H 11.097 3.549 8.661
H -10.027 -8.389 -1.236
H 5.128 0.426 2.852
C -8.215 -3.640 -4.441
O 9.628 1.199 7.021
O -7.805 -3.136 -3.245
C 5.442 1.332 0.846
C 4.129 3.432 0.235
O 10.476 3.246 6.693
H -1.663 2.636 4.190
H 9.343 3.572 8.379
C -3.605 -6.694 -7.221
H -5.109 -3.993 -4.785
H -5.834 -2.387 -5.012
O -6.604 -9.336 0.094
C -4.497 -9.048 -6.907
H -4.618 1.232 0.820
C -9.187 -8.494 -1.926
H -4.677 -2.582 -2.115
O 6.876 5.693 1.786
H -1.290 -0.367 -2.295
H -9.794 -5.986 -1.080
C 2.356 4.867 -1.016
O 2.194 3.198 -3.812
H -4.049 -6.285 -8.126
H -2.246 0.936 1.032
H -8.371 -5.145 -1.656
C 8.853 4.965 4.743
H -7.676 -7.273 -2.876
C -4.514 0.807 -0.194
H -5.413 0.980 -0.803
Si -1.772 3.623 1.869
H 8.355 6.732 2.770
H 4.140 1.873 2.487
H 3.269 3.421 0.922
H -6.248 -4.356 -2.683
H 4.468 5.157 -1.015
H 3.571 1.387 -0.283
N -0.645 3.167 0.484
N 1.053 -0.716 -1.962
O -3.356 -5.660 -6.259
C 9.927 2.145 6.099
C 2.103 2.365 -2.741
H 8.862 6.020 5.027
C -5.991 -3.386 -4.598
H 6.209 2.065 1.136
H 1.472 3.845 -3.831
H 5.884 0.439 0.383
C 0.068 1.776 -1.302
O -3.178 -5.698 -4.010
H 2.243 5.679 -0.282
O 2.827 1.403 -2.705
H -3.489 4.297 0.160
O -7.464 -7.471 -0.843
C 10.247 1.591 8.255
O -3.174 1.067 -2.179
H -4.434 -0.950 0.929
H -3.799 5.029 1.715
H -1.586 5.187 3.803
C -1.976 1.091 -0.020
C -9.057 -5.960 -1.885
H 8.483 4.412 5.603
H 2.104 5.330 -1.989
C -1.842 2.250 3.181